23
Properties=species:S:1:pos:R:3:nbo_charge:R:1 method="wB97M-V/def2-TZVPD" homo_lumo_gap_ev=8.812 energy_ha=-367.56922 smiles="CCC/C=C(/C)N.O" relative_energy_ev=1.689 multiplicity=1 mol_weight_da=117.19 charge=0
C -1.97248 -0.69897 0.32431 -0.62
C -0.76393 -1.54424 0.67064 -0.38
C 0.07824 -1.92072 -0.52405 -0.43
C 0.76364 -0.85095 -1.32192 -0.28
C 1.78718 -0.08052 -0.94848 0.18
C 2.58944 0.77266 -1.89067 -0.66
N 2.27906 -0.06467 0.36723 -0.83
H -1.65967 0.31089 0.07269 0.21
H -2.52096 -1.22273 -0.47591 0.20
H -2.80085 -0.64748 1.03725 0.21
H -0.16555 -0.96224 1.38531 0.18
H -1.05798 -2.45022 1.20639 0.20
H -0.54307 -2.51036 -1.20978 0.20
H 0.84007 -2.66704 -0.25281 0.21
H 0.62133 -0.91146 -2.39645 0.20
H 2.46205 0.53519 -2.95779 0.22
H 3.66521 0.64223 -1.78415 0.22
H 2.15514 1.77341 -1.83930 0.23
H 3.08871 0.51999 0.48847 0.37
H 1.64090 0.11258 1.12692 0.38
O -3.16830 3.88830 2.78041 -0.94
H -3.27176 3.88323 3.73925 0.47
H -4.04641 4.09312 2.40243 0.47